1.
C52H75Cl5N6O7S2Si4Y as an isolated structure, computed with ωB97M-V/def2-TZVPD.

Atoms and positions in Å:
Y (0.05, -0.50, 0.17)
C (-3.46, -2.39, -1.42)
C (-2.88, -3.62, -0.79)
C (-3.27, -4.86, -1.29)
C (-2.93, -6.04, -0.65)
C (-2.20, -5.97, 0.53)
C (-1.76, -4.75, 1.03)
C (-0.99, -4.74, 2.32)
C (-2.05, -3.56, 0.34)
N (-1.55, -2.33, 0.89)
C (-2.10, -2.12, 2.10)
O (-3.12, -2.65, 2.55)
C (-1.36, -1.18, 3.02)
C (-1.91, -0.92, 4.26)
C (-1.17, -0.17, 5.16)
C (0.07, 0.30, 4.78)
C (0.51, 0.07, 3.49)
N (-0.18, -0.67, 2.63)
C (1.75, 0.81, 3.04)
O (2.59, 1.07, 3.90)
N (1.68, 1.22, 1.77)
C (2.37, 2.43, 1.49)
C (3.27, 2.55, 0.43)
C (3.81, 1.35, -0.28)
C (3.77, 3.80, 0.06)
C (3.40, 4.95, 0.73)
C (2.55, 4.83, 1.81)
C (2.03, 3.61, 2.21)
C (1.13, 3.59, 3.42)
H (-4.00, -2.66, -2.33)
H (-2.72, -1.63, -1.65)
H (-4.19, -1.94, -0.74)
H (-3.90, -4.89, -2.17)
H (-3.26, -7.00, -1.04)
H (-1.94, -6.88, 1.06)
H (-0.55, -5.72, 2.51)
H (-1.64, -4.48, 3.15)
H (-0.18, -4.00, 2.29)
H (-2.88, -1.35, 4.48)
H (-1.56, 0.04, 6.15)
H (0.70, 0.88, 5.44)
H (4.73, 1.03, 0.19)
H (4.01, 1.58, -1.32)
H (3.12, 0.50, -0.24)
H (4.45, 3.85, -0.78)
H (3.78, 5.91, 0.42)
H (2.25, 5.72, 2.36)
H (0.72, 4.59, 3.60)
H (1.69, 3.27, 4.30)
H (0.30, 2.90, 3.30)
Cl (1.18, 1.54, -2.18)
C (0.38, 2.56, -1.00)
C (-0.34, 1.90, -0.02)
C (-1.02, 2.76, 0.83)
Cl (-2.01, 2.10, 2.12)
C (-0.98, 4.15, 0.72)
Cl (-1.87, 5.17, 1.82)
C (-0.19, 4.75, -0.26)
Cl (-0.10, 6.47, -0.39)
C (0.51, 3.94, -1.14)
Cl (1.45, 4.63, -2.41)
C (-2.92, -0.88, -4.59)
C (-2.18, -2.13, -5.07)
C (-1.33, -2.83, -4.01)
S (0.00, -1.91, -3.20)
O (-0.66, -0.95, -2.22)
C (0.59, -0.91, -4.56)
C (1.46, -1.72, -5.51)
C (2.07, -0.83, -6.59)
H (-3.32, -0.32, -5.44)
H (-2.27, -0.22, -4.02)
H (-3.76, -1.14, -3.95)
H (-1.56, -1.89, -5.94)
H (-2.91, -2.87, -5.42)
H (-0.83, -3.71, -4.42)
H (-1.92, -3.17, -3.16)
H (1.18, -0.13, -4.07)
H (-0.25, -0.43, -5.06)
H (0.87, -2.52, -5.98)
H (2.26, -2.21, -4.94)
H (1.29, -0.40, -7.23)
H (2.76, -1.39, -7.22)
H (2.62, 0.00, -6.14)
C (0.75, -4.96, -0.98)
Si (2.34, -4.31, -1.70)
C (2.14, -4.67, -3.55)
C (3.62, -5.61, -1.20)
Si (2.64, -2.07, -0.86)
Si (4.45, -1.37, -2.26)
C (6.04, -0.95, -1.32)
C (5.07, -2.69, -3.46)
C (4.14, 0.08, -3.46)
Si (3.86, -2.48, 1.16)
C (2.64, -3.32, 2.33)
C (4.51, -0.99, 2.08)
C (5.38, -3.60, 1.05)
H (0.54, -5.98, -1.32)
H (-0.10, -4.33, -1.26)
H (0.80, -4.96, 0.11)
H (1.84, -5.72, -3.61)
H (3.06, -4.56, -4.12)
H (1.37, -4.08, -4.04)
H (3.41, -6.53, -1.75)
H (3.55, -5.83, -0.14)
H (4.65, -5.32, -1.41)
H (6.12, -1.47, -0.37)
H (6.13, 0.12, -1.11)
H (6.90, -1.24, -1.93)
H (5.32, -3.64, -2.97)
H (5.99, -2.30, -3.92)
H (4.36, -2.89, -4.26)
H (4.79, 0.93, -3.22)
H (3.12, 0.45, -3.45)
H (4.37, -0.24, -4.48)
H (1.72, -2.75, 2.43)
H (3.08, -3.43, 3.33)
H (2.38, -4.32, 1.96)
H (3.77, -0.21, 2.26)
H (5.37, -0.53, 1.59)
H (4.85, -1.35, 3.06)
H (5.12, -4.64, 1.24)
H (6.10, -3.30, 1.82)
H (5.88, -3.56, 0.09)
C (-6.21, 8.12, 0.11)
C (-5.55, 6.78, 0.44)
S (-5.45, 5.79, -1.03)
O (-6.80, 5.48, -1.46)
O (-4.54, 6.43, -1.94)
C (-4.71, 4.29, -0.44)
C (-5.03, 3.13, -1.37)
N (-4.43, 1.90, -0.86)
C (-3.22, 1.44, -1.24)
N (-2.80, 0.44, -0.47)
C (-3.79, 0.22, 0.43)
C (-4.78, 1.14, 0.24)
N (-5.99, 1.29, 0.97)
O (-6.20, 0.51, 1.88)
O (-6.74, 2.21, 0.64)
C (-2.47, 1.97, -2.42)
H (-6.27, 8.73, 1.01)
H (-7.21, 7.97, -0.28)
H (-5.63, 8.66, -0.64)
H (-6.13, 6.20, 1.16)
H (-4.53, 6.89, 0.79)
H (-5.10, 4.10, 0.56)
H (-3.63, 4.48, -0.38)
H (-4.59, 3.31, -2.35)
H (-6.10, 3.00, -1.48)
H (-3.75, -0.54, 1.20)
H (-3.11, 2.01, -3.30)
H (-1.64, 1.31, -2.62)
H (-2.09, 2.98, -2.22)

Summary:
- Charge: -1
- M: 1338.9 g mol⁻¹
- Energy above the lowest of the compared OMol25 structures with the same formula, charge and spin: 0.00 kJ/mol
- LUMO: 0.050 hartree


2.
An isolated ion of composition C4H5N2O3 and charge +1 in a non-equilibrium geometry, computed with ωB97M-V/def2-TZVPD.

Atoms and positions in Å:
C (0.69, 1.02, -1.36)
C (0.77, 0.44, -0.16)
C (1.78, 1.46, -0.46)
C (-0.73, -1.37, 0.46)
N (-2.21, -0.62, 0.37)
N (0.31, -0.47, 0.71)
O (-2.94, -1.08, 1.15)
O (-2.20, 0.27, -0.35)
O (0.62, -0.36, 1.87)
H (0.57, 1.15, -2.40)
H (2.88, 1.24, -0.81)
H (2.01, 2.41, 0.16)
H (-0.86, -2.11, 1.25)
H (-0.69, -1.97, -0.43)

Summary:
- SMILES string: O=[N+]([O-])C[N+](=O)C1=CC1
- Charge: +1
- M: 129.1 g mol⁻¹
- Energy above the lowest of the compared OMol25 structures with the same formula, charge and spin: 1012.07 kJ/mol
- LUMO (alpha / beta): -0.294 / -0.270 hartree


3.
A 2-piece molecular cluster, C5H14 overall in a non-equilibrium geometry, computed with ωB97M-V/def2-TZVPD.

Atoms and positions in Å:
C (2.19, 0.91, 1.55)
C (1.00, 0.15, 2.12)
H (1.92, 0.97, 0.48)
H (2.23, 1.92, 1.95)
H (3.15, 0.54, 1.69)
H (0.92, 0.18, 3.21)
H (1.15, -0.92, 1.86)
H (0.14, 0.60, 1.63)
C (-1.46, -0.71, -1.67)
C (-0.54, 0.39, -2.17)
C (-1.46, -1.03, -0.18)
H (-2.39, -0.14, -1.52)
H (-1.61, -1.57, -2.31)
H (0.41, 0.03, -2.56)
H (-0.49, -1.57, 0.05)
H (-1.49, -0.03, 0.26)
H (-2.31, -1.59, 0.11)
H (-1.07, 0.82, -3.04)
H (-0.27, 1.07, -1.46)

Summary:
- SMILES string: CCC.CC
- M: 74.2 g mol⁻¹
- Energy above the lowest of the compared OMol25 structures with the same formula, charge and spin: 112.44 kJ/mol
- LUMO: 0.041 hartree


4.
C14H8Cl4N6O2Pd as an isolated structure, computed with ωB97M-V/def2-TZVPD.

Atoms and positions in Å:
Pd (0.38, 0.11, 0.00)
Cl (4.14, 5.70, -0.04)
C (3.60, 4.12, -0.03)
C (4.61, 3.03, -0.04)
Cl (6.23, 3.45, -0.04)
C (4.26, 1.71, -0.03)
Cl (5.39, 0.45, -0.04)
C (2.87, 1.39, -0.03)
O (2.43, 0.24, -0.03)
C (1.84, 2.50, -0.03)
O (0.65, 2.15, -0.02)
C (2.26, 3.86, -0.03)
Cl (1.08, 5.08, -0.03)
N (-2.26, 2.20, 0.14)
C (-2.60, 0.91, 0.08)
N (-3.88, 0.62, 0.06)
C (-4.20, -0.68, 0.01)
N (-5.48, -1.01, -0.02)
N (-3.29, -1.69, -0.01)
C (-2.07, -1.33, 0.02)
N (-1.62, -0.05, 0.06)
C (-1.00, -2.35, 0.00)
C (-1.25, -3.70, 0.01)
C (-0.16, -4.58, -0.01)
C (1.12, -4.06, -0.03)
C (1.29, -2.69, -0.03)
N (0.24, -1.86, -0.02)
H (-3.01, 2.87, 0.14)
H (-1.31, 2.52, 0.12)
H (-6.18, -0.29, -0.02)
H (-5.75, -1.98, -0.06)
H (-2.27, -4.04, 0.03)
H (-0.32, -5.65, 0.00)
H (1.98, -4.71, -0.04)
H (2.27, -2.23, -0.05)

Summary:
- Charge: +2
- M: 540.5 g mol⁻¹
- Energy above the lowest of the compared OMol25 structures with the same formula, charge and spin: 0.00 kJ/mol
- LUMO (alpha / beta): -0.349 / -0.349 hartree


5.
C22H31Cl5F5NO2PtSi4Te as an isolated structure in a non-equilibrium geometry, computed with ωB97M-V/def2-TZVPD.

Atoms and positions in Å:
Pt (-1.41, -0.24, 1.53)
Cl (-3.28, -6.63, 4.08)
C (-3.40, -5.04, 3.41)
C (-4.64, -4.49, 3.15)
Cl (-6.07, -5.41, 3.47)
C (-4.72, -3.21, 2.63)
Cl (-6.27, -2.53, 2.28)
C (-3.58, -2.43, 2.32)
O (-3.65, -1.30, 1.76)
C (-2.27, -3.01, 2.63)
O (-1.21, -2.33, 2.43)
C (-2.25, -4.32, 3.12)
Cl (-0.70, -5.04, 3.42)
F (-0.98, 2.00, 3.47)
C (-1.34, 0.66, 3.44)
F (-0.42, 0.09, 4.31)
C (-2.67, 0.59, 4.19)
F (-2.94, -0.64, 4.63)
F (-2.72, 1.38, 5.31)
F (-3.71, 1.01, 3.46)
C (3.21, -3.12, -1.21)
Si (3.37, -1.29, -0.67)
C (3.50, -1.27, 1.24)
C (5.08, -0.70, -1.34)
Si (1.43, -0.10, -1.39)
Te (-0.51, -1.47, -0.56)
Si (1.70, 2.16, -0.71)
C (1.71, 2.28, 1.19)
C (0.49, 3.43, -1.50)
C (3.43, 2.84, -1.24)
Si (1.31, -0.13, -3.76)
C (2.95, 0.35, -4.65)
C (0.04, 1.15, -4.43)
C (0.83, -1.81, -4.55)
H (4.02, -3.75, -0.86)
H (3.17, -3.20, -2.30)
H (2.28, -3.53, -0.82)
H (4.25, -1.96, 1.64)
H (2.55, -1.54, 1.68)
H (3.75, -0.27, 1.61)
H (5.81, -1.51, -1.35)
H (5.49, 0.10, -0.72)
H (4.99, -0.32, -2.35)
H (0.89, 1.72, 1.62)
H (1.65, 3.30, 1.57)
H (2.62, 1.84, 1.59)
H (-0.52, 3.05, -1.52)
H (0.79, 3.66, -2.52)
H (0.47, 4.38, -0.96)
H (4.22, 2.16, -0.95)
H (3.64, 3.80, -0.78)
H (3.49, 2.98, -2.32)
H (3.29, 1.32, -4.32)
H (2.83, 0.39, -5.73)
H (3.73, -0.37, -4.44)
H (0.40, 2.16, -4.26)
H (-0.90, 1.05, -3.90)
H (-0.16, 1.04, -5.49)
H (1.59, -2.56, -4.37)
H (0.68, -1.75, -5.62)
H (-0.09, -2.18, -4.10)
Cl (-2.45, 5.20, 1.91)
C (-2.82, 3.63, 1.25)
C (-4.14, 3.27, 1.03)
C (-4.34, 2.01, 0.46)
C (-3.27, 1.21, 0.17)
N (-1.98, 1.54, 0.44)
C (-1.78, 2.79, 0.93)
H (-4.96, 3.92, 1.28)
H (-5.34, 1.66, 0.26)
H (-3.43, 0.24, -0.28)
H (-0.76, 3.10, 1.06)

Summary:
- Charge: -2
- M: 1048.8 g mol⁻¹
- Energy above the lowest of the compared OMol25 structures with the same formula, charge and spin: 154.30 kJ/mol
- LUMO: 0.141 hartree


6.
C17H35ClCoO9 as an isolated structure, computed with ωB97M-V/def2-TZVPD.

Atoms and positions in Å:
Co (-0.17, 0.04, -0.06)
C (0.06, -2.97, -1.32)
O (-0.03, -1.67, -0.90)
H (0.55, -3.62, -0.56)
H (-0.93, -3.41, -1.54)
H (0.67, -3.07, -2.23)
Cl (-0.07, 3.11, 1.65)
O (-0.84, 2.90, 2.85)
O (-0.32, 1.97, 0.76)
O (-0.49, 4.30, 0.97)
O (1.33, 3.15, 1.95)
C (1.64, -1.03, 3.83)
C (2.61, -1.67, 2.83)
C (1.72, -1.76, 1.60)
O (0.99, -0.54, 1.61)
C (0.87, -0.03, 2.95)
H (2.15, -0.54, 4.66)
H (0.99, -1.79, 4.26)
H (2.98, -2.64, 3.14)
H (3.46, -1.02, 2.62)
H (1.02, -2.60, 1.68)
H (2.26, -1.86, 0.66)
H (-0.19, 0.02, 3.21)
H (1.30, 0.97, 3.02)
C (4.00, 0.64, -1.14)
C (3.35, -0.37, -2.08)
C (1.99, 0.28, -2.27)
O (1.64, 0.75, -0.96)
C (2.83, 1.17, -0.29)
H (4.49, 1.46, -1.69)
H (4.80, 0.26, -0.50)
H (3.24, -1.35, -1.62)
H (3.86, -0.41, -3.04)
H (1.19, -0.36, -2.62)
H (2.06, 1.16, -2.93)
H (2.83, 0.72, 0.70)
H (2.84, 2.25, -0.15)
C (-3.31, -1.35, 2.51)
C (-4.18, -0.43, 1.65)
C (-3.13, 0.45, 0.97)
O (-1.93, -0.34, 0.95)
C (-2.17, -1.63, 1.56)
H (-3.87, -2.24, 2.81)
H (-2.94, -0.84, 3.40)
H (-4.93, 0.14, 2.20)
H (-4.69, -1.04, 0.90)
H (-2.92, 1.35, 1.56)
H (-3.38, 0.76, -0.04)
H (-1.26, -1.95, 2.07)
H (-2.41, -2.35, 0.78)
C (-1.77, 0.77, -4.03)
C (-0.98, 2.06, -3.72)
C (-1.04, 2.18, -2.20)
O (-1.32, 0.87, -1.73)
C (-2.19, 0.24, -2.66)
H (-1.12, 0.05, -4.52)
H (-2.62, 0.94, -4.70)
H (-1.36, 2.96, -4.21)
H (0.06, 1.93, -4.02)
H (-1.82, 2.87, -1.85)
H (-0.12, 2.54, -1.74)
H (-3.23, 0.47, -2.40)
H (-2.07, -0.84, -2.58)

Summary:
- Spin multiplicity: 4
- M: 477.8 g mol⁻¹
- Energy above the lowest of the compared OMol25 structures with the same formula, charge and spin: 0.00 kJ/mol
- LUMO (alpha / beta): 0.020 / 0.020 hartree


7.
A 2-piece molecular cluster, C2H6NO2 overall in a non-equilibrium geometry, computed with ωB97M-V/def2-TZVPD.

Atoms and positions in Å:
C (-0.83, -0.16, 2.13)
H (-0.32, -0.07, 3.12)
H (-1.38, 0.77, 1.92)
H (-1.53, -1.00, 2.20)
H (-0.05, -0.39, 1.33)
N (1.00, 0.12, -2.47)
C (0.44, -0.02, -1.18)
O (-0.82, -0.16, -1.13)
O (1.24, 0.05, -0.23)
H (0.38, 0.25, -3.24)
H (1.87, 0.59, -2.45)

Summary:
- Charge: -1
- M: 76.1 g mol⁻¹
- Energy above the lowest of the compared OMol25 structures with the same formula, charge and spin: 7.92 kJ/mol
- LUMO: 0.168 hartree


8.
A 2-piece molecular cluster, C4H5IO overall in a non-equilibrium geometry, computed with ωB97M-V/def2-TZVPD.

Atoms and positions in Å:
C (1.74, -3.64, -1.20)
C (-0.77, 0.37, 0.13)
C (0.67, 0.13, 0.39)
C (-0.20, -1.05, 0.15)
O (2.12, -4.59, -0.75)
I (-0.26, -2.18, 1.99)
H (-0.39, -1.77, -0.60)
H (-1.42, 0.61, 1.04)
H (-1.18, 0.70, -0.78)
H (1.21, 0.48, -0.57)
H (1.08, 0.34, 1.33)

Summary:
- M: 196.0 g mol⁻¹
- Energy above the lowest of the compared OMol25 structures with the same formula, charge and spin: 115.08 kJ/mol
- LUMO: 0.022 hartree


9.
An isolated molecule of C5H4N2O in a non-equilibrium geometry, computed with ωB97M-V/def2-TZVPD.

Atoms and positions in Å:
C (-0.73, 1.27, 0.50)
C (0.09, -0.64, 1.52)
C (0.85, -0.83, 0.25)
C (0.53, -0.52, -1.04)
C (-0.66, 0.20, -1.39)
H (0.31, -1.32, 2.38)
H (1.89, -1.16, 0.54)
H (1.05, -0.84, -1.94)
H (-1.05, 0.27, -2.42)
N (-0.78, 0.30, 1.54)
N (-1.36, 0.96, -0.65)
O (-0.13, 2.31, 0.73)

Summary:
- SMILES string: O=c1nccccn1
- M: 108.1 g mol⁻¹
- Energy above the lowest of the compared OMol25 structures with the same formula, charge and spin: 140.69 kJ/mol
- LUMO: -0.033 hartree


10.
C30H26DyN3O2S as an isolated structure, computed with ωB97M-V/def2-TZVPD.

Atoms and positions in Å:
Dy (-0.26, -0.42, 0.54)
O (0.99, 3.12, -1.36)
C (0.50, 2.28, -0.64)
N (0.32, 0.96, -0.98)
C (0.67, 0.64, -2.34)
C (0.53, -0.84, -2.59)
C (0.66, -1.36, -3.88)
C (0.61, -2.72, -4.05)
C (0.41, -3.55, -2.94)
C (0.23, -2.96, -1.72)
N (0.29, -1.63, -1.54)
C (0.05, 2.67, 0.76)
C (-0.13, 4.00, 1.04)
C (-0.56, 4.35, 2.32)
C (-0.80, 3.35, 3.25)
C (-0.61, 2.03, 2.87)
N (-0.19, 1.69, 1.65)
H (1.69, 0.95, -2.58)
H (0.03, 1.19, -3.05)
H (0.82, -0.69, -4.71)
H (0.73, -3.16, -5.04)
H (0.37, -4.62, -3.04)
H (0.03, -3.56, -0.84)
H (0.07, 4.74, 0.28)
H (-0.71, 5.38, 2.59)
H (-1.14, 3.57, 4.25)
H (-0.80, 1.22, 3.57)
C (2.09, -1.57, 1.76)
C (2.17, -0.29, 2.30)
C (2.77, 0.74, 1.58)
C (3.30, 0.48, 0.32)
C (3.22, -0.79, -0.22)
C (2.61, -1.82, 0.49)
H (1.71, -2.39, 2.36)
H (1.83, -0.11, 3.31)
H (2.85, 1.73, 2.02)
H (3.77, 1.28, -0.24)
H (3.64, -0.99, -1.20)
H (2.59, -2.82, 0.08)
O (-2.34, 0.49, 0.25)
S (-2.79, 0.27, -1.22)
C (-4.49, 0.69, -1.31)
C (-5.32, 0.40, -0.23)
C (-6.67, 0.71, -0.34)
C (-7.15, 1.29, -1.51)
C (-6.30, 1.57, -2.57)
C (-4.95, 1.28, -2.47)
C (-2.88, -1.51, -1.28)
C (-3.00, -2.16, -2.50)
C (-3.11, -3.54, -2.51)
C (-3.07, -4.27, -1.32)
C (-2.95, -3.61, -0.11)
C (-2.85, -2.22, -0.08)
H (-4.93, -0.04, 0.68)
H (-7.34, 0.51, 0.48)
H (-8.20, 1.53, -1.59)
H (-6.69, 2.03, -3.47)
H (-4.27, 1.53, -3.28)
H (-3.03, -1.60, -3.42)
H (-3.22, -4.06, -3.45)
H (-3.17, -5.34, -1.34)
H (-2.96, -4.17, 0.82)
H (-2.88, -1.69, 0.87)

Summary:
- Charge: +2
- Spin multiplicity: 6
- M: 655.1 g mol⁻¹
- Energy above the lowest of the compared OMol25 structures with the same formula, charge and spin: 174.60 kJ/mol
- LUMO (alpha / beta): -0.269 / -0.211 hartree